Entry 1:
# C25H30N2O7

C25H30N2O7 in the gas phase (ωB97M-V/def2-TZVPD, the OMol25 dataset).

Computed properties:
SMILES string ... CCOC(=O)C1=C(C)NC(C)=C(C(=O)OCC)C1C(=O)OCC(=O)N1c2ccccc2C[C@H]1C
HOMO-LUMO gap ... 8.583 eV
Total energy ... -1606.91772 Ha
LUMO energy ... 0.0236 Eh
Energy above the lowest of the compared OMol25 structures with the same formula, charge and spin ... 12.9 kJ/mol

Last column: Mulliken charge in e.
Atoms and positions in Å:
C 2.737 0.146 -2.868  -0.750
C 2.233 -1.167 -3.449  -0.555
O 1.163 -1.665 -2.655  -0.257
C -0.077 -1.270 -2.976  0.301
O -0.331 -0.669 -3.999  -0.761
C -1.044 -1.691 -1.953  -0.980
C -2.369 -1.451 -2.041  1.186
C -3.077 -0.769 -3.164  -1.984
N -3.210 -1.887 -1.042  0.037
C -2.827 -2.729 -0.030  1.072
C -3.965 -3.269 0.770  -1.827
C -1.515 -3.009 0.147  -1.062
C -1.016 -3.900 1.195  0.178
O -1.682 -4.535 1.988  -0.707
O 0.329 -3.927 1.204  -0.221
C 0.956 -4.758 2.174  -0.342
C 1.043 -6.203 1.700  -1.156
C -0.463 -2.320 -0.700  1.567
C 0.184 -1.200 0.108  0.038
O 1.356 -1.044 0.304  -0.700
O -0.765 -0.386 0.611  -0.204
C -0.284 0.795 1.218  -0.879
C 0.184 1.756 0.123  0.772
O 0.202 1.408 -1.039  -0.607
N 0.559 3.005 0.495  0.100
C 0.527 3.682 1.718  0.600
C 0.439 3.208 3.016  -0.693
C 0.439 4.124 4.060  -0.804
C 0.530 5.484 3.829  -0.553
C 0.636 5.961 2.529  -0.713
C 0.639 5.060 1.488  0.665
C 0.744 5.329 0.018  -0.904
C 0.991 3.933 -0.565  -0.115
C 2.465 3.690 -0.876  -1.365
H 1.929 0.873 -2.874  0.127
H 3.572 0.521 -3.454  0.466
H 3.051 -0.012 -1.839  0.217
H 1.884 -1.029 -4.478  0.342
H 3.006 -1.939 -3.416  0.315
H -3.732 -1.473 -3.677  0.399
H -2.358 -0.372 -3.872  0.389
H -3.685 0.046 -2.772  0.445
H -4.197 -1.705 -1.151  0.312
H -3.598 -3.900 1.572  0.393
H -4.625 -3.856 0.131  0.380
H -4.541 -2.445 1.193  0.396
H 0.391 -4.703 3.111  0.331
H 1.951 -4.328 2.310  0.367
H 0.043 -6.612 1.580  0.294
H 1.563 -6.253 0.746  0.292
H 1.583 -6.796 2.432  0.414
H 0.334 -3.019 -0.963  0.933
H 0.565 0.550 1.867  0.374
H -1.114 1.215 1.789  0.614
H 0.390 2.159 3.247  0.382
H 0.371 3.758 5.073  0.414
H 0.528 6.175 4.658  0.385
H 0.719 7.019 2.334  0.442
H 1.558 6.013 -0.218  0.445
H -0.185 5.767 -0.356  0.316
H 0.393 3.730 -1.457  0.463
H 2.611 2.659 -1.188  0.180
H 2.790 4.346 -1.679  0.416
H 3.070 3.881 0.008  0.382

---

Entry 2:
# C25H30N4O5Se2Ti

A molecular structure, C25H30N4O5Se2Ti in a non-equilibrium geometry (ωB97M-V/def2-TZVPD, the OMol25 dataset).

Computed properties:
HOMO-LUMO gap (spin up / spin down) ... 3.829 / 6.119 eV
2S+1 ... 3
Total energy ... -7218.33313 Ha
⟨S²⟩ ... 2.035
Charge ... -2
LUMO energy (spin up / spin down) ... 0.1662 / 0.1661 Eh
Energy above the lowest of the compared OMol25 structures with the same formula, charge and spin ... 60.6 kJ/mol

Last column: Mulliken charge in e.
Atoms and positions in Å:
Ti 0.037 -0.388 -0.284  0.179
C 3.219 -1.974 2.374  -0.600
O 3.990 -0.904 1.860  -0.487
C 4.051 -0.902 0.487  0.148
C 5.309 -0.761 -0.104  -0.755
C 5.399 -0.713 -1.497  -0.489
C 4.252 -0.839 -2.270  -1.022
C 2.971 -0.992 -1.690  0.925
C 1.829 -1.278 -2.499  -1.495
N 0.587 -1.294 -1.947  0.847
N -0.405 -2.082 -2.476  -0.891
C -1.292 -2.322 -1.573  0.416
O -1.182 -1.870 -0.304  -0.713
C -2.426 -3.215 -1.896  0.256
C -2.647 -3.719 -3.180  -0.219
C -3.711 -4.578 -3.436  -0.541
C -4.585 -4.956 -2.417  -0.349
C -4.372 -4.455 -1.143  -0.699
C -3.303 -3.589 -0.885  -0.247
C 2.885 -0.966 -0.252  1.341
O 1.706 -1.069 0.373  -0.648
H 3.306 -1.934 3.459  0.238
H 3.622 -2.929 2.019  0.337
H 2.178 -1.895 2.075  0.011
H 6.182 -0.671 0.534  0.398
H 6.364 -0.576 -1.975  0.327
H 4.322 -0.822 -3.353  0.360
H 1.964 -1.657 -3.504  0.279
H -1.965 -3.420 -3.966  0.454
H -3.861 -4.954 -4.443  0.348
H -5.418 -5.621 -2.619  0.352
H -5.042 -4.731 -0.335  0.354
H -3.131 -3.186 0.105  0.352
O -2.717 3.326 1.071  -0.494
C -2.283 4.202 0.033  -1.140
C -1.094 3.710 -0.806  1.503
C -0.622 4.957 -1.562  -1.177
O 0.461 4.752 -2.469  -0.575
C 0.035 3.211 0.121  -1.051
Se 1.395 2.050 -0.717  -0.320
C -1.569 2.653 -1.809  -1.199
Se -2.181 0.957 -1.037  -0.451
H -2.738 2.428 0.674  0.188
H -2.021 5.150 0.516  0.425
H -3.112 4.406 -0.662  0.293
H -0.356 5.714 -0.816  0.382
H -1.449 5.365 -2.157  0.403
H 0.993 3.990 -2.157  0.304
H -0.399 2.660 0.945  0.305
H 0.543 4.083 0.542  0.373
H -0.761 2.403 -2.480  0.385
H -2.389 3.075 -2.395  0.551
C 2.075 1.106 4.486  -1.289
C 0.883 0.714 3.675  0.881
C -0.399 0.318 4.027  -1.260
C -1.040 0.062 2.797  0.365
N -0.216 0.296 1.794  0.391
N 0.931 0.694 2.362  0.745
C -2.447 -0.356 2.534  -1.184
H 1.790 1.240 5.528  0.373
H 2.510 2.040 4.126  0.285
H 2.854 0.343 4.426  0.182
H -0.807 0.216 5.023  0.429
H 1.717 0.872 1.742  0.028
H -2.737 -1.154 3.222  0.406
H -2.553 -0.708 1.513  -0.013
H -3.126 0.486 2.672  0.189

---

Entry 3:
# C25H30N5O2P2S

A gas-phase ion, C25H30N5O2P2S (charge +1) in a non-equilibrium geometry (ωB97M-V/def2-TZVPD, the OMol25 dataset).

Computed properties:
SMILES string ... CCNc1c2c(Cc3ccccc3C)c(=[N+]=C=O)c(P(CC)CC)cc-2cn(N=C=S)c1P(N)O
HOMO-LUMO gap ... 6.565 eV
Total energy ... -2475.53041 Ha
Charge ... +1
LUMO energy ... -0.1423 Eh

Last column: Mulliken charge in e.
Atoms and positions in Å:
C -0.988 4.589 2.037  -1.376
C -0.106 3.435 1.531  -0.436
N -0.879 2.200 1.411  0.115
C -0.195 0.989 1.564  -1.032
C 0.377 0.192 0.484  1.320
C 0.266 0.522 -0.899  -0.106
C -0.461 1.708 -1.465  -1.279
C -1.984 1.711 -1.489  -0.209
C -2.553 2.984 -1.422  -0.118
C -3.918 3.191 -1.443  -0.913
C -4.777 2.110 -1.509  -0.674
C -4.231 0.840 -1.570  -0.916
C -2.860 0.619 -1.565  1.481
C -2.397 -0.820 -1.685  -1.193
C 0.899 -0.316 -1.806  0.096
N 0.869 0.036 -3.183  -0.482
C 0.364 -0.728 -3.986  0.566
O -0.077 -1.426 -4.760  -0.365
C 1.625 -1.465 -1.429  -0.277
P 2.489 -2.503 -2.687  -0.081
C 4.274 -2.576 -2.255  -0.477
C 4.826 -1.148 -2.024  -0.982
C 1.766 -4.192 -2.717  -0.488
C 1.157 -4.739 -1.421  -1.065
C 1.693 -1.802 -0.116  -0.721
C 1.071 -0.978 0.847  0.520
C 1.168 -1.352 2.182  -0.147
N 0.609 -0.624 3.121  0.527
N 0.764 -1.080 4.473  -1.264
C -0.147 -1.865 4.814  0.580
S -1.281 -2.751 5.313  -0.249
C -0.061 0.549 2.861  0.772
P -0.790 1.611 4.261  0.257
N 0.342 1.549 5.549  -0.701
O -1.957 0.603 4.814  -0.493
H -0.807 5.488 1.456  0.360
H -2.031 4.294 2.039  0.337
H -0.734 4.820 3.066  0.357
H 0.643 3.255 2.301  0.512
H 0.450 3.715 0.633  0.435
H -1.576 2.200 0.679  0.017
H -0.176 2.576 -0.887  0.086
H -0.096 1.924 -2.463  0.806
H -1.912 3.858 -1.373  0.432
H -4.312 4.195 -1.416  0.423
H -5.843 2.265 -1.537  0.411
H -4.916 0.007 -1.627  0.396
H -3.260 -1.460 -1.514  0.512
H -2.092 -1.020 -2.710  0.221
H -1.655 -1.121 -0.956  0.162
H 4.455 -3.197 -1.377  0.373
H 4.772 -3.000 -3.118  0.449
H 4.025 -0.441 -1.830  0.168
H 5.389 -0.824 -2.890  0.348
H 5.477 -1.169 -1.156  0.298
H 2.596 -4.847 -2.984  0.414
H 1.046 -4.290 -3.522  0.382
H 0.281 -4.154 -1.141  0.214
H 1.856 -4.693 -0.588  0.258
H 0.873 -5.782 -1.515  0.415
H 2.227 -2.685 0.193  0.501
H 1.694 -2.253 2.457  0.562
H 0.229 0.669 6.052  0.292
H 1.298 1.541 5.200  0.332
H -2.799 1.056 4.695  0.335

---

Entry 4:
# C25H31AsBrN8O2SV

A molecular structure, C25H31AsBrN8O2SV (ωB97M-V/def2-TZVPD, the OMol25 dataset).

Computed properties:
HOMO-LUMO gap (spin up / spin down) ... 6.476 / 6.569 eV
2S+1 ... 4
Total energy ... -7711.65825 Ha
⟨S²⟩ ... 3.808
Charge ... +1
LUMO energy (spin up / spin down) ... -0.0979 / -0.1015 Eh
Energy above the lowest of the compared OMol25 structures with the same formula, charge and spin ... 0.0 kJ/mol

Last column: Mulliken charge in e.
Atoms and positions in Å:
V -0.839 0.291 0.322  0.512
O -3.674 2.675 5.528  -0.526
C -3.107 2.185 4.418  1.026
C -1.783 2.420 4.057  -0.872
C -1.310 1.865 2.892  -0.665
N -2.061 1.106 2.072  0.091
C -3.319 0.903 2.445  -0.141
Br -4.387 -0.175 1.301  -0.113
C -3.902 1.405 3.584  -0.441
H -3.042 3.192 6.042  0.312
H -1.131 3.019 4.679  0.329
H -0.284 2.016 2.586  0.422
H -4.932 1.204 3.838  0.481
S 0.791 -0.695 1.873  -0.641
C 2.111 -0.747 0.699  0.217
N 3.327 -1.148 0.979  -0.490
N 3.565 -1.542 2.191  0.422
C 4.836 -1.987 2.590  0.604
C 5.005 -2.380 3.912  -0.441
C 6.243 -2.826 4.344  -0.544
C 7.313 -2.882 3.463  -0.536
C 7.134 -2.488 2.143  -0.533
C 5.902 -2.040 1.699  -0.295
N 1.995 -0.354 -0.603  -0.861
N 0.845 -0.002 -0.991  1.165
C 0.822 0.474 -2.335  0.115
C -0.270 0.150 -3.134  0.157
C -0.357 0.643 -4.426  -0.658
C 0.639 1.476 -4.923  -0.582
C 1.732 1.792 -4.126  -0.673
C 1.830 1.288 -2.838  -0.441
H 2.805 -1.515 2.869  0.195
H 4.167 -2.335 4.599  0.346
H 6.369 -3.131 5.374  0.359
H 8.279 -3.231 3.803  0.380
H 7.964 -2.530 1.451  0.361
H 5.752 -1.731 0.674  0.394
H -1.037 -0.505 -2.736  -0.091
H -1.192 0.362 -5.057  0.513
H 0.570 1.858 -5.934  0.452
H 2.517 2.428 -4.514  0.397
H 2.676 1.521 -2.204  0.497
C -2.930 3.508 -3.961  -1.173
N -2.400 2.997 -2.713  0.135
C -1.261 3.562 -2.004  -0.574
C -1.106 2.548 -0.890  0.495
O -0.271 2.521 0.009  -0.638
N -2.013 1.550 -1.045  -0.070
C -2.732 1.842 -2.133  0.153
N -3.677 1.030 -2.598  -0.234
H -2.522 4.500 -4.128  0.387
H -4.017 3.598 -3.916  0.411
H -2.647 2.872 -4.803  0.368
H -1.459 4.566 -1.626  0.409
H -0.359 3.573 -2.622  0.301
H -3.930 0.227 -2.045  0.150
H -4.254 1.287 -3.379  0.231
C -3.046 -2.624 -1.438  -1.176
As -1.616 -2.180 -0.181  0.591
C -0.157 -3.203 -0.951  -1.161
C -2.086 -3.321 1.316  -1.080
H -3.131 -3.703 -1.554  0.428
H -2.833 -2.187 -2.415  0.399
H -3.997 -2.239 -1.066  0.282
H -0.449 -4.243 -1.090  0.481
H 0.694 -3.152 -0.272  0.301
H 0.134 -2.774 -1.909  0.308
H -2.208 -4.351 0.984  0.418
H -3.007 -2.971 1.778  0.332
H -1.279 -3.263 2.044  0.322

---

Entry 5:
# C25H31Cl36N4O3

10 unconnected molecules or ions with the total composition C25H31Cl36N4O3 in a non-equilibrium geometry (ωB97M-V/def2-TZVPD, the OMol25 dataset).

Computed properties:
HOMO-LUMO gap ... 9.116 eV
Total energy ... -17982.51429 Ha
Charge ... +1
LUMO energy ... -0.0877 Eh

Last column: Mulliken charge in e.
Atoms and positions in Å:
C 3.588 1.577 0.930  -0.786
C 2.221 1.110 0.542  0.232
O 1.719 1.526 -0.436  -0.307
N 1.561 0.162 1.314  0.158
C 1.188 0.693 2.648  -1.186
C -0.284 0.437 2.926  0.993
C -0.912 1.376 3.973  -1.251
C -2.199 2.057 3.552  -0.939
N -3.355 1.142 3.579  0.286
C -4.265 1.290 4.691  -0.609
C -5.696 1.117 4.115  -0.559
N -5.398 1.146 2.662  -0.433
C -4.080 1.033 2.431  0.682
N -3.572 0.839 1.282  0.668
C -4.457 0.729 0.127  -0.886
C -3.921 -0.177 -0.994  -0.738
C -2.406 -0.389 -1.009  -0.923
C -1.667 0.668 -1.843  -1.033
C -1.921 2.092 -1.442  -0.552
O -1.276 2.408 -0.198  0.476
C -1.581 3.630 0.213  0.504
C -0.535 4.340 1.000  -0.897
O -2.604 4.140 0.006  -0.504
H 4.241 0.755 1.164  0.353
H 3.560 2.311 1.724  0.289
H 3.999 2.054 0.062  -0.052
H 0.732 -0.043 0.775  0.252
H 1.485 1.725 2.773  0.494
H 1.774 0.127 3.359  0.189
H -0.836 0.515 1.991  -1.045
H -0.367 -0.583 3.260  0.599
H -1.111 0.785 4.852  0.433
H -0.185 2.108 4.289  0.633
H -2.152 2.556 2.597  0.420
H -2.395 2.829 4.283  0.438
H -4.263 2.277 5.125  0.383
H -4.180 0.476 5.390  0.336
H -6.375 1.935 4.247  0.339
H -6.144 0.151 4.258  0.309
H -5.652 2.051 2.279  0.298
H -2.561 0.822 1.238  -0.672
H -4.678 1.700 -0.285  0.241
H -5.412 0.341 0.431  0.646
H -4.416 -1.134 -1.016  0.464
H -4.160 0.306 -1.928  0.311
H -2.220 -1.316 -1.527  0.469
H -1.975 -0.535 -0.026  0.409
H -0.621 0.412 -1.871  0.464
H -2.063 0.570 -2.843  0.496
H -2.981 2.278 -1.402  0.243
H -1.493 2.733 -2.197  0.468
H 0.081 4.887 0.303  0.248
H 0.082 3.633 1.535  -0.091
H -0.986 4.983 1.727  0.377
C -0.598 6.584 -2.543  0.269
Cl -0.020 7.786 -3.695  -0.091
Cl -0.713 7.309 -0.936  -0.095
Cl -2.191 6.001 -3.043  -0.095
Cl 0.538 5.227 -2.495  -0.038
C 3.296 -3.439 3.206  0.312
Cl 3.443 -2.301 4.549  -0.127
Cl 1.828 -3.087 2.282  -0.051
Cl 4.699 -3.312 2.152  -0.050
Cl 3.200 -5.088 3.832  -0.091
C 0.822 -8.234 1.487  0.242
Cl 1.509 -8.248 -0.141  -0.083
Cl 0.957 -9.842 2.204  -0.060
Cl 1.704 -7.064 2.481  -0.007
Cl -0.883 -7.768 1.401  -0.112
C -8.206 0.714 -1.434  0.388
Cl -7.824 2.152 -0.470  -0.102
Cl -9.835 0.855 -2.080  -0.079
Cl -7.051 0.566 -2.762  -0.095
Cl -8.099 -0.720 -0.403  -0.114
C 4.158 2.962 -3.240  0.168
Cl 3.754 1.561 -4.243  -0.065
Cl 4.538 4.332 -4.288  -0.011
Cl 2.790 3.375 -2.201  -0.010
Cl 5.558 2.583 -2.231  -0.142
C 5.869 8.117 -5.163  0.366
Cl 5.483 6.719 -6.173  -0.100
Cl 6.233 9.503 -6.191  -0.097
Cl 4.484 8.491 -4.131  -0.080
Cl 7.270 7.743 -4.156  -0.094
C 5.733 -5.548 -1.100  0.225
Cl 5.016 -4.144 -1.902  -0.037
Cl 7.227 -5.053 -0.295  -0.090
Cl 4.607 -6.218 0.086  0.041
Cl 6.094 -6.788 -2.304  -0.113
C 2.720 -12.741 -0.119  0.320
Cl 3.641 -11.239 -0.013  -0.046
Cl 1.240 -12.456 -1.042  -0.085
Cl 3.690 -13.974 -0.926  -0.101
Cl 2.302 -13.291 1.507  -0.092
C 4.424 -3.335 -6.012  0.281
Cl 3.895 -3.710 -7.654  -0.099
Cl 3.742 -4.543 -4.915  -0.066
Cl 6.186 -3.391 -5.932  -0.092
Cl 3.887 -1.699 -5.590  -0.036

---

Entry 6:
# C25H31CrN3O4PS5

A molecular structure, C25H31CrN3O4PS5 (ωB97M-V/def2-TZVPD, the OMol25 dataset).

Computed properties:
HOMO-LUMO gap (spin up / spin down) ... 5.453 / 5.516 eV
2S+1 ... 5
Total energy ... -4813.45668 Ha
⟨S²⟩ ... 6.017
Charge ... -1
LUMO energy (spin up / spin down) ... 0.0794 / 0.0792 Eh

Last column: Mulliken charge in e.
Atoms and positions in Å:
Cr -1.301 -0.461 -0.997  0.887
S -8.132 2.105 -1.806  -0.361
C -6.609 1.438 -1.637  0.093
S -5.682 0.818 -2.932  -0.143
C -4.194 0.455 -2.083  -0.156
C -4.210 0.794 -0.771  0.256
S -2.928 0.618 0.427  -0.544
S -5.697 1.505 -0.194  -0.128
S -2.920 -0.280 -3.032  -0.566
O 2.482 -1.082 -1.753  -0.732
C 1.490 -1.554 -1.213  0.154
O 0.300 -1.565 -1.699  -0.668
C 1.642 -2.230 0.154  -0.847
P 0.345 -1.659 1.323  0.585
C 0.904 0.055 1.699  0.434
C 0.025 0.854 2.431  -0.813
C 0.377 2.145 2.793  -0.582
C 1.610 2.660 2.414  -0.729
C 2.476 1.888 1.652  -0.562
C 2.124 0.594 1.291  0.112
C 0.883 -2.526 2.849  0.372
C 0.036 -3.499 3.369  -0.385
C 0.397 -4.230 4.494  -0.563
C 1.611 -3.984 5.117  -0.436
C 2.459 -3.005 4.615  -0.680
C 2.097 -2.283 3.489  -0.397
H 2.656 -2.094 0.532  0.515
H 1.476 -3.303 0.014  0.580
H -0.951 0.469 2.700  0.337
H -0.321 2.751 3.354  0.415
H 1.887 3.669 2.694  0.369
H 3.428 2.291 1.332  0.470
H 2.798 0.021 0.670  0.270
H -0.924 -3.673 2.898  0.410
H -0.277 -4.979 4.889  0.388
H 1.894 -4.547 5.998  0.364
H 3.403 -2.800 5.104  0.390
H 2.758 -1.511 3.111  0.278
N -1.668 -5.063 -1.176  -0.590
C -3.068 -4.680 -1.051  -0.548
C -3.223 -3.213 -0.677  0.224
O -4.250 -2.734 -0.307  -0.554
O -2.079 -2.519 -0.837  0.403
H -1.515 -5.732 -1.915  0.194
H -1.297 -5.443 -0.315  0.190
H -1.380 -3.136 -1.155  0.339
H -3.641 -5.261 -0.324  0.322
H -3.564 -4.784 -2.018  0.347
C 0.831 5.427 -1.103  -1.744
C 0.457 3.962 -0.972  0.118
N 0.851 3.147 -2.119  0.317
C 2.109 3.459 -2.787  -1.008
C 3.319 3.014 -1.970  -0.774
C 0.395 1.853 -2.165  0.894
C 0.719 1.031 -3.374  -1.905
N -0.341 1.341 -1.243  0.150
H 0.383 5.980 -0.277  0.467
H 0.450 5.854 -2.031  0.374
H 1.908 5.592 -1.064  0.342
H -0.630 3.892 -0.881  0.574
H 0.877 3.549 -0.045  -0.076
H 2.147 4.529 -2.984  0.500
H 2.114 2.973 -3.760  0.390
H 3.307 3.471 -0.979  0.128
H 4.250 3.299 -2.463  0.483
H 3.315 1.931 -1.839  0.157
H 0.569 1.622 -4.277  0.558
H 0.060 0.168 -3.396  0.146
H 1.742 0.655 -3.331  0.270
H -0.556 1.949 -0.459  -0.075